[1]
C19H45F3N2O4SSbTi | ωB97M-V/def2-TZVPD

The total energy is -80232.6540 eV. The gap between HOMO and LUMO (alpha / beta) comes out at 8.88 / 8.85 eV. Its charge is +2. The HOMO energy (alpha / beta) comes out at -14.30 / -14.29 eV. The spin multiplicity is 2. The calculation puts the energy above the lowest of the compared OMol25 structures with the same formula, charge and spin at 0.677 eV.

Each line ends with the Mulliken charge.
Positions of all 76 atoms, in Å:
Ti 0.602 -0.116 1.182  0.300
N 0.683 4.455 3.259  -0.044
C -0.678 3.801 3.235  -0.955
C -0.767 2.713 2.166  -0.093
N -0.387 1.355 2.621  -0.512
H 0.805 5.029 4.095  0.425
H 0.804 5.071 2.452  0.398
H 1.459 3.761 3.214  0.238
H -1.402 4.590 3.045  0.447
H -0.863 3.404 4.232  0.386
H -0.151 2.985 1.306  -0.086
H -1.795 2.666 1.810  0.443
H -1.197 0.891 3.025  0.374
H 0.307 1.387 3.367  0.322
C 0.546 -3.863 2.092  -1.443
C -0.224 -2.726 2.742  1.351
C -1.716 -3.006 2.798  -1.345
C 0.338 -2.379 4.110  -1.588
O -0.037 -1.549 1.901  0.100
H 0.447 -4.767 2.692  0.514
H 1.606 -3.617 2.018  0.346
H 0.158 -4.075 1.095  0.243
H -1.902 -3.876 3.428  0.448
H -2.114 -3.214 1.806  0.258
H -2.254 -2.158 3.224  0.337
H 0.233 -3.234 4.779  0.511
H -0.210 -1.544 4.552  0.311
H 1.395 -2.122 4.041  0.325
F 4.484 0.283 0.466  -0.165
C 4.453 1.322 1.288  0.616
F 5.256 1.130 2.311  -0.167
F 4.769 2.426 0.641  -0.183
S 2.722 1.481 1.916  1.442
O 2.703 2.607 2.815  -0.973
O 2.354 0.182 2.502  -0.722
O 1.860 1.635 0.718  -0.622
C -2.347 2.154 -2.273  -1.716
C -0.912 1.740 -2.592  1.476
C -0.752 1.506 -4.092  -1.544
C 0.045 2.832 -2.116  -1.456
Sb -0.469 -0.078 -1.469  0.915
C 1.369 -0.961 -2.271  1.702
C 1.161 -1.757 -3.555  -1.555
C 2.395 0.147 -2.509  -1.737
C 1.880 -1.869 -1.148  -1.469
C -2.103 -1.501 -1.739  1.647
C -1.600 -2.872 -1.293  -1.601
C -3.229 -1.059 -0.804  -1.542
C -2.583 -1.554 -3.185  -1.651
H -2.554 3.113 -2.757  0.505
H -2.510 2.286 -1.199  0.263
H -3.080 1.440 -2.646  0.325
H -1.002 2.429 -4.624  0.544
H -1.418 0.727 -4.461  0.288
H 0.270 1.243 -4.365  0.277
H -0.187 3.760 -2.647  0.560
H 1.090 2.593 -2.308  0.337
H -0.070 3.024 -1.045  0.078
H 0.776 -1.129 -4.359  0.307
H 0.483 -2.600 -3.426  0.325
H 2.123 -2.161 -3.887  0.514
H 2.124 0.787 -3.347  0.335
H 3.358 -0.312 -2.752  0.541
H 2.543 0.777 -1.629  0.092
H 1.179 -2.654 -0.865  0.289
H 2.148 -1.293 -0.240  0.098
H 2.818 -2.348 -1.449  0.600
H -1.195 -2.842 -0.279  -0.016
H -0.844 -3.281 -1.961  0.284
H -2.442 -3.571 -1.291  0.616
H -2.904 -1.061 0.240  0.157
H -4.060 -1.765 -0.891  0.498
H -3.617 -0.069 -1.047  0.315
H -1.786 -1.828 -3.877  0.302
H -3.017 -0.610 -3.514  0.328
H -3.365 -2.315 -3.269  0.532

***

[2]
C19H46BrN3O2 | ωB97M-V/def2-TZVPD

The total energy is -99043.6763 eV. The gap between HOMO and LUMO comes out at 9.28 eV. Its charge is +2. The HOMO energy comes out at -13.46 eV. The spin multiplicity is 1. The calculation puts the energy above the lowest of the compared OMol25 structures with the same formula, charge and spin at 0.181 eV.

Each line ends with the Mulliken charge.
Positions of all 71 atoms, in Å:
Br -1.149 -0.326 -2.140  -0.587
C -0.473 -1.558 -7.393  -1.139
C -0.257 -1.758 -5.944  0.642
O 0.750 -1.900 -5.344  -0.391
N -1.536 -1.673 -5.123  0.212
H -1.385 -1.077 -4.274  -0.339
H -2.237 -1.123 -5.631  0.414
C -2.109 -3.009 -4.806  -0.772
H -1.327 -2.162 -7.725  0.371
H 0.375 -1.865 -7.996  0.338
H -0.745 -0.530 -7.645  0.348
H -2.352 -3.518 -5.733  0.336
H -3.008 -2.886 -4.210  0.331
H -1.370 -3.530 -4.204  0.353
C 2.755 2.665 1.366  -0.980
N 3.705 2.603 0.203  0.009
C 3.967 3.983 -0.295  -0.871
C 4.989 2.034 0.695  -0.880
C 3.136 1.715 -0.886  -0.512
C 1.758 2.087 -1.358  -0.448
O 0.747 1.649 -0.460  0.129
H 2.284 1.692 1.442  0.074
H 1.999 3.395 1.083  0.570
H 3.274 3.008 2.254  0.388
H 3.118 4.339 -0.867  0.328
H 4.831 3.954 -0.955  0.407
H 4.161 4.623 0.561  0.381
H 5.698 1.827 -0.102  0.363
H 4.797 1.149 1.295  0.356
H 5.419 2.806 1.333  0.434
H 3.163 0.711 -0.467  0.303
H 3.848 1.781 -1.710  0.471
H 1.609 1.563 -2.309  0.420
H 1.620 3.148 -1.577  0.228
H 0.171 1.059 -0.994  -0.349
C -0.798 3.412 2.373  -1.178
C -1.658 2.241 2.805  -0.826
C -1.153 0.914 2.276  0.514
C -1.789 -0.299 2.923  -1.314
N -1.820 -1.537 2.060  0.525
C -2.838 -1.329 0.957  -0.208
C -4.049 -2.182 1.338  -0.844
C -3.857 -2.603 2.788  -0.668
C -2.344 -2.665 2.926  -0.618
C -0.487 -1.858 1.472  -0.448
C 0.552 -2.233 2.515  -0.335
C 1.959 -1.758 2.134  -1.273
H -1.302 4.314 2.739  0.474
H -0.778 3.520 1.290  0.241
H 0.179 3.450 2.853  0.253
H -2.698 2.393 2.495  0.429
H -1.755 2.203 3.895  0.411
H -0.054 0.876 2.337  -0.118
H -1.220 0.818 1.183  0.064
H -2.839 -0.110 3.162  0.360
H -1.362 -0.521 3.901  0.642
H -2.402 -1.725 0.047  0.086
H -3.062 -0.278 0.817  0.399
H -4.046 -3.059 0.681  0.350
H -5.028 -1.761 1.111  0.388
H -4.430 -3.490 3.032  0.455
H -4.215 -1.775 3.404  0.281
H -1.932 -3.595 2.534  0.442
H -2.043 -2.527 3.959  0.329
H -0.131 -0.972 0.945  -0.039
H -0.662 -2.617 0.712  0.644
H 0.626 -3.319 2.599  0.472
H 0.302 -1.843 3.501  0.281
H 2.212 -2.159 1.152  0.353
H 2.659 -2.132 2.879  0.467
H 2.038 -0.669 2.121  0.072

***

> Among the records above, which one has the highest energy above the lowest of the compared OMol25 structures with the same formula, charge and spin?

C19H45F3N2O4SSbTi

***

> What is the spin multiplicity in the second record?

1

***

> Look up the charge of the second one.

+2